Below is a cluster of 8 separate species, C32H43F21O17 in total in a non-equilibrium geometry, with properties calculated with ωB97M-V/def2-TZVPD.

Atoms and positions in Å:
F 23.18880 -19.10322 20.26445
F 22.77390 -11.02909 23.47551
F 24.35496 -9.59084 23.84270
F 18.14904 -18.51987 26.11909
F 18.31192 -11.75570 18.91482
F 16.18060 -11.71714 19.13388
F 21.93845 -18.40349 21.84952
F 26.63223 -18.20511 19.38842
F 21.96062 -17.39047 19.97289
F 23.36498 -14.39475 27.22875
F 23.19442 -10.74303 19.01149
F 22.65658 -9.16717 22.46095
F 26.05902 -19.68322 17.98545
F 16.78035 -18.44389 24.45486
F 24.07405 -9.86165 17.23595
F 22.85577 -16.57759 27.53841
F 23.91939 -12.06993 17.47155
F 17.13681 -12.20446 17.24920
F 28.06448 -18.72519 18.00981
F 24.69832 -15.67285 28.34314
F 18.40926 -17.08902 24.46139
O 20.98826 -8.84954 24.65818
O 22.72093 -13.87918 29.84878
O 20.66308 -12.52422 21.57321
O 20.94540 -14.86888 21.91517
O 21.13865 -14.05250 19.95833
O 27.02536 -16.84888 16.33272
O 16.02119 -14.30424 19.47627
O 25.44351 -11.03548 20.15273
O 24.33180 -17.34437 22.48889
O 18.05583 -14.62016 18.48502
O 19.00304 -19.11565 22.79321
O 24.96844 -17.09859 17.39326
O 24.01719 -16.06655 20.62422
O 26.61728 -10.98297 18.12516
O 19.10224 -20.56609 24.49547
O 22.84762 -8.97921 25.96357
O 21.91945 -15.87332 30.08595
C 22.14680 -9.18183 24.79948
C 24.16738 -10.89932 18.10888
C 25.13367 -15.31169 20.98282
C 21.35572 -15.44557 31.31971
C 18.80962 -19.35718 23.92797
C 23.74349 -17.09335 21.44554
C 17.14926 -13.88320 18.85876
C 26.24973 -17.41672 17.13437
C 17.15974 -12.37042 18.57799
C 21.40576 -21.27994 23.87837
C 20.01718 -14.55056 31.14971
C 15.91068 -15.70165 19.76610
C 23.03532 -9.72718 23.60035
C 21.71265 -14.58182 24.12836
C 23.44537 -15.44514 28.10096
C 20.86941 -13.71419 21.21548
C 16.56400 -16.01125 21.07922
C 17.99997 -18.32809 24.79035
C 20.53731 -14.92553 23.20219
C 25.40391 -14.29419 19.86161
C 26.77862 -18.53538 18.13920
C 22.64900 -18.09066 20.85456
C 22.85178 -16.09632 16.98692
C 25.57362 -10.91094 18.75006
C 22.26033 -8.36114 27.10110
C 24.29437 -16.22887 16.50365
C 22.68294 -15.01524 29.43156
C 26.53583 -11.18080 21.00675
C 19.90842 -21.57330 23.90343
C 23.36435 -8.16186 28.04765
C 21.17899 -13.16756 18.86276
C 27.26513 -9.87190 21.40224
H 17.59079 -15.64800 21.03627
H 24.30721 -16.61622 15.48488
H 16.65710 -17.08778 21.22248
H 21.82685 -21.16129 24.87673
H 22.26334 -15.51691 24.23056
H 22.40719 -17.08434 17.10628
H 22.45921 -13.92507 23.68177
H 24.41542 -13.89672 19.63138
H 26.23133 -13.59369 19.97462
H 19.24542 -14.99025 30.51792
H 19.70351 -22.49739 24.44398
H 21.52359 -20.38720 23.26418
H 22.85629 -15.55477 17.93287
H 27.22724 -11.95325 20.67005
H 20.14113 -15.90934 23.45371
H 19.73089 -14.19735 23.28905
H 19.54307 -21.68610 22.88270
H 23.87836 -9.06634 28.37292
H 21.96372 -22.02331 23.30900
H 20.75613 -13.64981 17.98144
H 21.35968 -8.87361 27.43916
H 22.23458 -12.99203 18.65532
H 21.82100 -7.40824 26.80601
H 20.62819 -12.25200 19.07834
H 27.77883 -9.33286 20.60622
H 22.02712 -14.94794 32.01948
H 16.35211 -16.12787 18.86522
H 16.20057 -15.55606 22.00053
H 14.86133 -15.99326 19.72224
H 21.38256 -14.12123 25.05949
H 25.51809 -14.91363 18.97202
H 24.74751 -15.23754 16.50850
H 26.03891 -11.54605 21.90550
H 19.58563 -14.22625 32.09665
H 21.12589 -16.33432 31.90743
H 20.23432 -13.56986 30.72640
H 22.90443 -7.66089 28.89948
H 26.64547 -9.10265 21.86309
H 24.13325 -7.49709 27.65398
H 24.90911 -14.68626 21.84683
H 22.28347 -15.48293 16.28772
H 28.04691 -10.04771 22.14116
H 26.05533 -15.85245 21.19781

Its spin multiplicity is 1. For the energy, the calculation gives -125754.895 eV. The value obtained for the energy relative to the best compared isomer or geometry (same formula, charge and spin) is 28.4 kcal/mol. The net charge is 0. The orbital gap comes out at 10.924 eV. The SMILES is CCOC(=O)C(F)(F)F.CCOC(=O)C(F)(F)F.CCOC(=O)C(F)(F)F.CCOC(=O)C(F)(F)F.CCOC(=O)C(F)(F)F.CCOC(=O)C(F)(F)F.CCOC(=O)C(F)(F)F.CCOC(=O)OC.



Below is a structure of composition C14H28AlBrN3O6 in a non-equilibrium geometry, with properties calculated with ωB97M-V/def2-TZVPD.

Atoms and positions in Å:
Br 2.62161 1.71037 0.13255
Al -0.64364 1.79999 -0.64755
O -4.45217 -0.88116 3.16159
O -1.96848 -4.05047 2.22805
O -2.36126 -0.09522 3.34287
O -3.46604 0.09524 1.38557
O -1.99711 -4.34306 4.46415
O -0.07210 -3.85350 3.39706
N 4.28177 0.94257 -5.19665
N 2.25676 2.11186 -4.51961
N 4.19454 3.25340 -5.52464
C 0.55862 0.12897 -2.88612
C -3.94286 -1.34839 4.40901
C 1.28880 1.17663 -5.09977
C 0.76641 1.96595 0.83258
C 0.30227 -3.84314 2.01768
C 0.09070 1.03847 -4.07258
C -2.77562 -0.43845 4.66142
C 3.58350 2.00134 -5.08278
C 1.55119 1.38547 3.24792
C -1.40137 -4.10613 3.45596
C 0.51053 1.07625 2.08827
C -0.99288 -3.51690 1.32709
C -0.51020 0.05131 -1.71676
C -3.42964 -0.25351 2.51727
H 0.83202 -0.88117 -3.29293
H -0.49271 1.26202 2.51873
H -3.05980 0.47245 5.19581
H 1.08186 1.05827 4.20507
H 0.68509 -4.83132 1.74860
H -1.96987 -0.93030 5.20548
H -0.05887 2.06261 -3.66216
H 1.07595 -3.10027 1.83006
H 0.73073 3.02039 1.20911
H 0.89510 1.49410 -6.09040
H -2.13543 1.96657 -0.07647
H -0.83581 0.66272 -4.55608
H 1.75014 2.48074 3.23020
H 4.41676 3.72597 -4.64320
H 2.52569 0.87834 3.10058
H 1.68231 0.13282 -5.22367
H -1.15526 -2.44069 1.22518
H 3.71658 0.17919 -4.81165
H 2.25576 2.09702 -3.50379
H 0.56994 -0.01504 1.87375
H -1.47873 -0.22848 -2.19564
H -4.70177 -1.28252 5.18802
H -3.63743 -2.39146 4.29434
H -0.37921 3.03395 -1.65653
H 3.44597 3.81820 -5.92412
H -0.17242 -0.78506 -1.05216
H -1.07455 -3.98030 0.34559
H 1.49465 0.51342 -2.40431

Its spin multiplicity is 1. For the energy, the calculation gives -108367.589 eV. The net charge is -1. The orbital gap comes out at 7.519 eV.



Below is a structure of composition C27H6ClF4N7O9Ru in a non-equilibrium geometry, with properties calculated with ωB97M-V/def2-TZVPD.

Atoms and positions in Å:
Ru -0.88069 0.57107 0.83473
Cl -2.41543 1.93095 7.79892
F 1.88205 -0.31963 -0.77407
F 5.17845 -4.54163 -1.66369
F 4.49524 -0.02778 -0.40342
F 2.56798 -4.86415 -1.92964
O -1.43076 -0.24727 2.52572
O -0.84372 2.39341 1.71157
O -3.52238 3.28568 0.57086
O 0.16619 -0.33216 -2.83201
O -0.60211 1.32860 -1.02526
O -4.56312 2.15903 -5.72795
O -0.18650 0.34817 -4.83817
O -5.50757 3.34536 -4.20151
O -2.92775 1.11974 0.59345
N 8.15981 -3.75035 -1.44332
N 1.93364 0.42188 2.14440
N 7.36199 -0.29208 0.73342
N -0.46687 -4.94336 -2.11374
N -4.63962 2.60871 -4.60911
N -0.42080 0.34212 -3.65302
N -0.71880 -1.16166 0.02973
C -1.50780 1.17501 -3.20256
C -1.57486 1.54217 -1.81924
C 6.86779 -1.10180 0.08397
C 0.96997 0.45259 1.53311
C -2.50374 1.50467 -4.10457
C -2.36294 -0.02992 5.94892
C -1.46072 1.71266 3.92244
C 4.03195 -1.22511 -0.74956
C -1.05921 2.63473 2.90195
C 7.30092 -3.07355 -1.08643
C 6.33432 -2.15400 -0.66855
C -2.13153 -0.52186 4.70006
C 4.38642 -3.49983 -1.41429
C -3.60449 2.22806 -3.67531
C -3.09621 2.26561 0.08347
C 0.07140 -4.01266 -1.71307
C -1.70306 2.18615 5.22227
C 2.67200 -1.38522 -0.92825
C 3.02074 -3.66954 -1.55197
C -1.65745 0.31265 3.64463
C -3.76079 2.53977 -2.32231
C 4.94356 -2.28878 -0.94636
C 2.11060 -2.63364 -1.26589
C -0.10481 -1.92703 -0.60313
C 0.68625 -2.85024 -1.22636
C -2.13945 1.33435 6.21644
C -2.78582 2.19179 -1.42806
H -2.71457 -0.67853 6.73716
H -1.54258 3.23203 5.43904
H -4.64785 3.06144 -1.99365
H -0.93783 3.68194 3.21338
H -2.43177 1.18509 -5.13743
H -2.28767 -1.56366 4.46229

Its spin multiplicity is 5. For the energy, the calculation gives -82916.365 eV. The value obtained for the energy relative to the best compared isomer or geometry (same formula, charge and spin) is 0.0 kcal/mol. The net charge is 0. The orbital gap (alpha / beta) comes out at 7.853 / 3.983 eV. Its expectation value of S² is 6.06.



Below is the molecule C20H34N2O, with properties calculated with ωB97M-V/def2-TZVPD.

Atoms and positions in Å:
O -4.86956 1.10613 1.41593
N -0.76173 -2.77096 0.61861
N -3.36589 0.51556 -0.14851
C -0.85846 3.39438 0.08738
C 0.37843 2.54122 0.11566
C 2.13992 1.37878 -1.05063
C -5.59067 -0.53779 -0.14706
C 3.87801 -0.03438 0.10348
C 5.05443 0.77261 -0.46425
C 2.64745 0.85862 0.13812
C 0.10421 -1.90117 1.38342
C 1.03091 2.20131 -1.06331
C -4.58523 0.43157 0.44298
C 4.27317 -0.54734 1.49085
C -1.93937 -2.11413 0.09112
C 3.60439 -1.25100 -0.79212
C 0.88110 2.02953 1.30208
C -1.70659 -1.11114 -1.05271
C -2.94659 -0.24605 -1.30575
C -2.39443 1.42979 0.42833
C -0.02975 -3.53528 -0.36658
C -2.04780 2.60971 -0.48013
C 1.99464 1.20591 1.31425
H -2.42032 -1.59774 0.92632
H 3.46965 -1.12963 1.93638
H -0.48558 -1.37921 2.13527
H 0.50550 -2.90994 -1.09740
H 4.52804 0.27535 2.15474
H 5.14677 -1.19034 1.40374
H 0.70081 -4.15981 0.14803
H 0.84652 -2.51525 1.89392
H -0.85010 -0.47691 -0.82064
H 5.95538 0.16282 -0.47943
H -2.62134 -2.89848 -0.25464
H -1.78206 2.25084 -1.47604
H 4.48319 -1.89131 -0.83054
H -0.68390 4.27191 -0.53975
H -0.72146 -4.18404 -0.90161
H 2.61672 1.14389 -1.99088
H 0.63644 -1.15440 0.77465
H -5.83299 -0.27394 -1.17407
H 3.35943 -0.95195 -1.80771
H -2.91577 3.26426 -0.57480
H -1.09836 3.73681 1.09523
H 5.24084 1.64938 0.15257
H -6.49459 -0.47308 0.45300
H -1.48269 0.88014 0.67496
H -2.73189 0.44345 -2.13168
H 2.77466 -1.83224 -0.39533
H 0.66898 2.59075 -2.00499
H 0.39655 2.27648 2.23629
H 2.34137 0.83570 2.26515
H -5.21762 -1.55866 -0.10997
H -3.76122 -0.89316 -1.62353
H 4.85187 1.10700 -1.47812
H -1.47892 -1.64628 -1.97638
H -2.83451 1.80171 1.35611

Its spin multiplicity is 1. For the energy, the calculation gives -26320.298 eV. The value obtained for the energy relative to the best compared isomer or geometry (same formula, charge and spin) is 0.0 kcal/mol. The net charge is 0. The orbital gap comes out at 8.947 eV. The SMILES is CC(=O)N(CCCc1ccc(C(C)(C)C)cc1)CCCN(C)C.